{
  "formula": "C44H52IrN5O2P2",
  "method": "ωB97M-V with the def2-TZVPD basis set",
  "e_above_lowest_kcal_mol": 0.0,
  "total_charge": 1,
  "orbital_gap_ev": [6.89, 4.53],
  "multiplicity": 2,
  "energy_ha": -2919.14366,
  "e_homo_ha": [-0.3480, -0.3479],
  "elements": ["Ir", "O", "C", "N", "C", "C", "C", "C", "C", "C", "N", "C", "O", "C", "C", "C", "C", "C", "N", "C", "C", "C", "C", "C", "N", "H", "H", "H", "H", "H", "H", "H", "H", "H", "H", "H", "H", "C", "C", "C", "P", "C", "C", "C", "C", "C", "C", "C", "C", "C", "C", "N", "C", "C", "C", "C", "C", "C", "C", "P", "C", "C", "C", "C", "C", "C", "H", "H", "H", "H", "H", "H", "H", "H", "H", "H", "H", "H", "H", "H", "H", "H", "H", "H", "H", "H", "H", "H", "H", "H", "H", "H", "H", "H", "H", "H", "H", "H", "H", "H", "H", "H", "H", "H", "H", "H"],
  "positions_angstrom": [[0.2043, -0.2205, 0.3252], [2.6046, 2.5230, -1.8019], [1.6424, 1.7867, -1.6133], [1.6644, 0.6476, -0.8762], [2.9363, 0.0466, -0.5962], [4.0654, 0.2273, -1.3932], [5.2420, -0.4499, -1.1113], [5.3214, -1.3067, -0.0247], [4.2125, -1.5039, 0.7819], [3.0224, -0.8423, 0.4899], [1.8215, -1.0437, 1.1907], [1.6512, -1.7357, 2.3229], [2.4858, -2.2571, 3.0514], [0.1774, -1.8991, 2.6518], [-0.2127, -2.6768, 3.7256], [-1.5591, -2.9478, 3.9069], [-2.4755, -2.4280, 3.0048], [-2.0202, -1.6295, 1.9732], [-0.7229, -1.3643, 1.8041], [0.3810, 2.1618, -2.3742], [0.1799, 3.5006, -2.6997], [-0.8580, 3.8318, -3.5513], [-1.6507, 2.8146, -4.0656], [-1.3747, 1.5124, -3.6835], [-0.3844, 1.1852, -2.8557], [4.0283, 0.9043, -2.2309], [6.1047, -0.2952, -1.7459], [6.2449, -1.8235, 0.1996], [4.2500, -2.1659, 1.6327], [0.5636, -3.0721, 4.3663], [-1.8895, -3.5657, 4.7311], [-3.5340, -2.6250, 3.0976], [-2.7016, -1.1887, 1.2590], [0.8666, 4.2451, -2.3237], [-1.0344, 4.8632, -3.8275], [-2.4584, 3.0210, -4.7549], [-1.9765, 0.6883, -4.0610], [-0.7518, -4.1126, 0.2118], [0.0273, -3.6529, -1.0166], [-0.3043, -4.5983, -2.1760], [-0.0528, -1.8378, -1.3907], [1.0417, -1.6415, -2.8760], [0.3600, -1.7724, -4.2380], [2.2928, -2.5192, -2.7766], [-1.7886, -1.4419, -1.8013], [-2.5773, -2.2265, -2.6278], [-3.9531, -2.0338, -2.7539], [-4.7805, -2.9177, -3.6397], [-4.5426, -1.0338, -1.9826], [-3.7784, -0.1979, -1.1952], [-2.3807, -0.3384, -1.1396], [-1.5623, 0.5224, -0.4141], [-1.9494, 1.8287, -0.1291], [-2.8956, 2.5416, -0.8847], [-3.2608, 3.8227, -0.5278], [-2.7182, 4.4506, 0.5912], [-3.1192, 5.8419, 0.9816], [-1.7320, 3.7664, 1.3004], [-1.3094, 2.5007, 0.9371], [0.1200, 1.6960, 1.7225], [-0.3378, 1.6729, 3.5185], [-1.6478, 0.9699, 3.8567], [0.8078, 1.1676, 4.3979], [1.4799, 2.9657, 1.7886], [1.3592, 4.1192, 0.7853], [2.8628, 2.3108, 1.7175], [-0.6662, -5.1977, 0.2908], [-1.8150, -3.8759, 0.1304], [-0.3592, -3.6946, 1.1313], [1.0974, -3.7549, -0.7958], [-1.3826, -4.6964, -2.3027], [0.0760, -5.5908, -1.9289], [0.1375, -4.3070, -3.1232], [1.3480, -0.6038, -2.7776], [0.0987, -2.7992, -4.4909], [1.0567, -1.4229, -5.0025], [-0.5349, -1.1571, -4.3087], [2.0744, -3.5731, -2.9554], [2.8020, -2.4216, -1.8173], [2.9955, -2.1984, -3.5472], [-2.1205, -3.0265, -3.1935], [-4.1575, -3.4761, -4.3364], [-5.5012, -2.3347, -4.2130], [-5.3453, -3.6376, -3.0438], [-5.6184, -0.9078, -2.0002], [-4.2674, 0.5484, -0.5863], [-3.3034, 2.1101, -1.7848], [-3.9808, 4.3540, -1.1386], [-4.0974, 6.1010, 0.5806], [-2.3987, 6.5675, 0.5971], [-3.1487, 5.9537, 2.0652], [-1.2657, 4.2608, 2.1454], [-0.4734, 2.7420, 3.7204], [-1.5025, -0.1029, 3.9637], [-2.4274, 1.1511, 3.1140], [-2.0130, 1.3394, 4.8164], [1.0507, 0.1247, 4.1889], [0.5103, 1.2315, 5.4459], [1.7194, 1.7514, 4.2784], [1.3585, 3.3830, 2.7921], [0.9817, 3.7952, -0.1802], [2.3474, 4.5458, 0.6137], [0.7070, 4.9113, 1.1506], [3.1499, 2.1327, 0.6842], [2.9213, 1.3654, 2.2596], [3.5960, 2.9929, 2.1512]],
  "forces_ev_per_a": [[-0.0310, -0.0557, 0.0140], [-0.0100, 0.0599, 0.0205], [-0.0137, 0.0208, -0.0243], [0.0351, 0.0693, 0.0627], [0.0092, -0.0065, -0.0164], [-0.0178, -0.0332, -0.0274], [0.0036, -0.0112, 0.0019], [0.0038, 0.0087, 0.0036], [-0.0001, -0.0116, -0.0039], [0.0237, 0.0014, 0.0245], [0.0084, 0.0217, -0.0110], [-0.0023, -0.0055, -0.0161], [-0.0018, 0.0076, 0.0096], [0.0328, -0.0512, -0.0591], [-0.0110, -0.0134, -0.0007], [-0.0022, -0.0053, -0.0026], [-0.0007, 0.0135, -0.0012], [-0.0131, 0.0195, 0.0148], [-0.0008, 0.0169, -0.0003], [-0.0055, -0.0956, 0.0063], [0.0128, -0.0014, -0.0284], [-0.0149, -0.0268, 0.0079], [-0.0011, 0.0047, 0.0106], [-0.0007, 0.0243, -0.0285], [-0.0027, -0.0337, 0.0187], [0.0144, -0.0102, 0.0040], [-0.0032, 0.0042, -0.0047], [0.0001, 0.0008, 0.0012], [-0.0015, 0.0012, 0.0036], [0.0019, 0.0019, -0.0004], [0.0009, -0.0010, 0.0006], [0.0004, -0.0006, -0.0002], [-0.0018, -0.0018, -0.0005], [-0.0019, 0.0013, 0.0001], [0.0030, -0.0013, -0.0065], [-0.0002, 0.0062, 0.0023], [0.0193, 0.0186, 0.0014], [-0.0121, 0.0154, 0.0036], [0.0885, -0.0047, 0.0377], [-0.0030, -0.0067, -0.0011], [-0.0135, 0.0040, -0.0957], [-0.0742, 0.0287, -0.0004], [0.0022, 0.0102, 0.0201], [0.0099, -0.0171, -0.0480], [-0.0208, -0.0007, 0.0526], [0.0081, -0.0261, -0.0233], [-0.0014, 0.0141, 0.0066], [-0.0069, -0.0043, -0.0041], [0.0094, -0.0073, 0.0004], [0.0084, 0.0107, 0.0143], [-0.0025, -0.0152, -0.0236], [-0.0042, 0.0269, 0.0001], [0.0096, -0.0260, 0.0033], [-0.0081, -0.0120, -0.0029], [-0.0092, 0.0059, -0.0169], [-0.0022, -0.0017, 0.0044], [-0.0037, -0.0001, 0.0034], [0.0029, -0.0022, 0.0064], [-0.0115, 0.0108, -0.0082], [0.0245, 0.0159, 0.0119], [-0.0010, -0.0185, -0.0120], [-0.0046, -0.0015, -0.0020], [0.0064, -0.0079, -0.0009], [-0.0150, 0.0094, -0.0067], [-0.0050, -0.0169, -0.0008], [0.0006, -0.0073, 0.0069], [-0.0119, -0.0020, -0.0040], [-0.0037, 0.0257, -0.0164], [-0.0227, -0.0044, 0.0413], [-0.0470, -0.0190, 0.0221], [0.0209, -0.0236, 0.0169], [0.0099, 0.0001, 0.0002], [-0.0313, 0.0085, -0.0422], [0.0223, 0.0100, 0.0031], [-0.0279, -0.0346, 0.0092], [0.0050, -0.0064, 0.0053], [-0.0019, 0.0085, 0.0188], [0.0378, 0.0396, 0.0171], [0.0125, 0.0115, 0.0188], [0.0150, 0.0085, 0.0187], [0.0035, 0.0387, -0.0052], [-0.0011, 0.0006, 0.0001], [0.0021, 0.0001, 0.0001], [-0.0014, 0.0000, 0.0002], [-0.0014, 0.0007, -0.0012], [-0.0031, 0.0129, -0.0035], [-0.0189, -0.0093, 0.0037], [-0.0013, -0.0025, 0.0008], [0.0004, 0.0004, 0.0001], [0.0006, 0.0011, -0.0014], [0.0009, 0.0001, -0.0007], [-0.0040, -0.0015, 0.0003], [0.0007, -0.0013, 0.0075], [0.0010, 0.0140, 0.0010], [-0.0018, -0.0034, 0.0012], [-0.0012, 0.0016, -0.0003], [-0.0059, 0.0098, -0.0004], [0.0035, 0.0026, -0.0002], [0.0079, 0.0021, -0.0061], [0.0120, 0.0100, -0.0005], [0.0181, -0.0042, 0.0030], [0.0092, 0.0091, 0.0168], [-0.0035, -0.0084, -0.0186], [0.0078, -0.0034, -0.0111], [-0.0024, -0.0035, 0.0031], [-0.0013, -0.0007, 0.0012]],
  "mulliken_spin": [0.0208, 0.0014, 0.0144, 0.0004, 0.0035, -0.0012, 0.0004, 0.0000, 0.0016, -0.0051, -0.0033, 0.0004, 0.0001, -0.0053, 0.0008, -0.0016, 0.0040, 0.0090, 0.0172, -0.0100, 0.0041, -0.0008, 0.0015, 0.0010, 0.0086, -0.0001, 0.0000, -0.0001, -0.0001, 0.0001, -0.0002, 0.0001, -0.0192, 0.0008, 0.0002, 0.0006, -0.0042, 0.0064, 0.0034, 0.0005, -0.0046, 0.0086, -0.0020, 0.0014, 0.0750, -0.0059, 0.0875, -0.0073, -0.0525, 0.1465, -0.0465, 0.4564, -0.0015, 0.1674, -0.0525, 0.1007, -0.0043, -0.0187, 0.0690, 0.0038, 0.0097, -0.0037, 0.0002, 0.0028, -0.0042, 0.0011, 0.0000, -0.0020, -0.0026, 0.0000, 0.0010, 0.0002, 0.0001, -0.0005, 0.0003, -0.0001, -0.0002, 0.0004, -0.0001, 0.0000, -0.0023, -0.0002, 0.0060, 0.0101, 0.0037, -0.0064, -0.0090, 0.0024, 0.0018, 0.0107, 0.0032, -0.0023, 0.0027, 0.0007, -0.0022, -0.0003, 0.0000, 0.0002, -0.0001, -0.0005, 0.0067, -0.0004, 0.0018, 0.0007, -0.0003, 0.0002]
}